# 1
{
  "formula": "C37H38F6N2O3PtSbSiTe",
  "method": "ωB97M-V with the def2-TZVPD basis set",
  "s2": 2.0134,
  "spin_multiplicity": 3,
  "total_charge": -1,
  "fmax_ev_per_a": 0.5,
  "homo_ev": [-4.508, -6.061],
  "e_lumo_ev": [2.17, 1.40],
  "total_energy_ha": -3284.47419,
  "symbols": ["Pt", "O", "C", "O", "C", "C", "C", "C", "C", "N", "H", "H", "H", "H", "C", "C", "C", "C", "C", "C", "Te", "N", "C", "O", "C", "C", "C", "C", "C", "C", "C", "C", "C", "C", "C", "C", "C", "C", "C", "C", "H", "H", "H", "H", "H", "H", "H", "H", "H", "H", "H", "H", "H", "H", "H", "H", "H", "H", "H", "H", "H", "H", "H", "C", "Si", "C", "C", "C", "C", "C", "C", "C", "H", "H", "H", "H", "H", "H", "H", "H", "H", "H", "H", "F", "Sb", "F", "F", "F", "F", "F"],
  "xyz": [[1.2702, -1.0910, 1.4638], [-1.6476, -1.7311, 4.5170], [-0.6959, -1.7531, 3.7430], [-0.5274, -1.0062, 2.7241], [0.4104, -2.7709, 4.0013], [0.2583, -3.7181, 5.0024], [1.2695, -4.6399, 5.2068], [2.3990, -4.5799, 4.4060], [2.4749, -3.5982, 3.4313], [1.5007, -2.7118, 3.2351], [-0.6503, -3.6960, 5.5865], [1.1803, -5.3938, 5.9793], [3.2185, -5.2754, 4.5245], [3.3384, -3.5149, 2.7883], [-6.8662, -0.6197, -2.6416], [-5.6634, -0.0624, -1.9272], [-5.2846, 1.2623, -2.0937], [-4.1537, 1.7834, -1.4715], [-3.8094, 3.2314, -1.7143], [-3.3782, 0.9484, -0.6587], [-1.5313, 1.7057, 0.3228], [0.5343, 1.1040, 0.8386], [0.9550, 1.4337, 2.0439], [1.7865, 0.6871, 2.6531], [0.4830, 2.6588, 2.7585], [0.6007, 3.9178, 2.1793], [0.1282, 5.0385, 2.8455], [-0.4860, 4.8991, 4.0835], [-0.6115, 3.6413, 4.6584], [-0.1177, 2.5217, 4.0047], [-0.7723, 2.1920, -1.5883], [-0.4072, 3.5217, -1.7831], [-0.0062, 3.9741, -3.0305], [0.0046, 3.0893, -4.0988], [-0.3336, 1.7608, -3.8980], [-0.6991, 1.2769, -2.6431], [-0.9637, -0.1928, -2.4655], [-3.7555, -0.3827, -0.4527], [-2.9667, -1.3423, 0.3976], [-4.8950, -0.8632, -1.0962], [-7.5866, 0.1654, -2.8733], [-7.3659, -1.3778, -2.0380], [-6.5738, -1.0894, -3.5839], [-5.8876, 1.9130, -2.7202], [-4.6857, 3.7786, -2.0632], [-3.0280, 3.3267, -2.4711], [-3.4413, 3.7144, -0.8073], [1.0711, 4.0083, 1.2067], [0.2327, 6.0194, 2.3985], [-0.8691, 5.7708, 4.5996], [-1.0970, 3.5316, 5.6200], [-0.2103, 1.5328, 4.4369], [-0.4588, 4.2159, -0.9515], [0.2795, 5.0092, -3.1690], [0.2957, 3.4297, -5.0852], [-0.2842, 1.0639, -4.7265], [-2.0110, -0.4372, -2.6556], [-0.7224, -0.5047, -1.4478], [-0.3414, -0.7722, -3.1498], [-2.4557, -0.8722, 1.2369], [-2.1973, -1.8393, -0.1991], [-3.6188, -2.1170, 0.8030], [-5.1865, -1.8970, -0.9365], [3.7069, 1.0662, 0.0667], [2.7658, -0.5289, -0.1226], [0.5736, -2.6930, 0.3857], [2.4656, -0.8262, -1.9490], [2.5034, 0.2218, -2.8672], [2.3837, -0.0174, -4.2309], [2.2191, -1.3115, -4.6985], [2.1813, -2.3701, -3.7985], [2.3078, -2.1267, -2.4407], [3.0289, 1.9152, -0.0381], [4.5047, 1.1411, -0.6739], [4.1369, 1.1059, 1.0695], [0.3270, -2.4676, -0.6522], [-0.3369, -3.0135, 0.8995], [1.2877, -3.5202, 0.4021], [2.6305, 1.2424, -2.5220], [2.4209, 0.8122, -4.9263], [2.1298, -1.4997, -5.7616], [2.0646, -3.3856, -4.1564], [2.3002, -2.9617, -1.7495], [4.8787, -2.0375, 2.2411], [5.6207, -2.7617, 0.6753], [6.8871, -1.3793, 0.6077], [4.3461, -1.5844, -0.2970], [6.2851, -3.3529, -0.9764], [4.2346, -4.0334, 0.5605], [6.6985, -3.9106, 1.6972]]
}



# 2
{
  "formula": "C37H39Cl3N6O6PSiW",
  "method": "ωB97M-V with the def2-TZVPD basis set",
  "s2": 2.0152,
  "spin_multiplicity": 3,
  "total_charge": 1,
  "fmax_ev_per_a": 2.3,
  "homo_ev": [-9.749, -11.093],
  "e_lumo_ev": [-2.80, -3.47],
  "total_energy_ha": -4292.00127,
  "symbols": ["W", "O", "C", "O", "C", "C", "C", "C", "C", "N", "H", "H", "H", "H", "N", "C", "C", "C", "C", "C", "C", "P", "C", "C", "C", "C", "C", "C", "C", "C", "C", "C", "C", "C", "H", "H", "H", "H", "H", "H", "H", "H", "H", "H", "H", "H", "H", "H", "H", "H", "N", "C", "C", "C", "C", "N", "C", "N", "N", "C", "O", "O", "H", "H", "H", "H", "H", "H", "H", "H", "H", "H", "H", "H", "H", "H", "O", "C", "O", "C", "C", "C", "C", "C", "C", "H", "H", "H", "H", "H", "Cl", "Si", "Cl", "Cl"],
  "xyz": [[-0.6573, 0.7574, -0.3439], [0.6481, 4.7045, -0.2165], [0.3144, 3.5707, 0.0696], [-0.2774, 2.7310, -0.7572], [0.5410, 2.9380, 1.3860], [1.2824, 3.5431, 2.3918], [1.6022, 2.8280, 3.5275], [1.1298, 1.5074, 3.6188], [0.3767, 0.9792, 2.5997], [0.0641, 1.6529, 1.4711], [1.6218, 4.5519, 2.2165], [2.2132, 3.2523, 4.3084], [1.3801, 0.8979, 4.4749], [0.0106, -0.0424, 2.6537], [-1.6197, -1.0791, -1.7908], [-1.0475, -1.3289, -3.0891], [-1.2966, -2.5097, -3.7764], [-0.7572, -2.7029, -5.0373], [0.0434, -1.7294, -5.6158], [0.3079, -0.5582, -4.9314], [-0.2316, -0.3569, -3.6662], [-0.0156, 1.1660, -2.6840], [-1.0384, 2.3025, -3.6875], [-2.4205, 2.1919, -3.5481], [-3.2670, 2.9843, -4.3000], [-2.7379, 3.8906, -5.2058], [-1.3666, 3.9858, -5.3698], [-0.5156, 3.1893, -4.6211], [1.7035, 1.6941, -2.9114], [2.0452, 3.0237, -2.6603], [3.3751, 3.4033, -2.6538], [4.3700, 2.4687, -2.8937], [4.0319, 1.1466, -3.1356], [2.7065, 0.7521, -3.1326], [-2.6305, -0.9325, -1.8808], [-1.5189, -1.9505, -1.2142], [-1.9202, -3.2708, -3.3305], [-0.9640, -3.6142, -5.5771], [0.4624, -1.8809, -6.5987], [0.9291, 0.2118, -5.3661], [-2.8304, 1.4748, -2.8445], [-4.3372, 2.8997, -4.1787], [-3.3964, 4.5176, -5.7861], [-0.9553, 4.6904, -6.0780], [0.5524, 3.2716, -4.7572], [1.2754, 3.7540, -2.4509], [3.6327, 4.4306, -2.4442], [5.4077, 2.7667, -2.8685], [4.8065, 0.4156, -3.3113], [2.4453, -0.2873, -3.2848], [-1.3922, -3.2751, -0.0075], [-2.3749, -2.9363, 1.0104], [-2.4263, -3.8658, 2.2434], [-1.1932, -3.7524, 3.1588], [-1.5676, -3.4190, 4.6079], [-2.0972, -2.0738, 4.6795], [-1.4785, -0.9837, 5.1060], [-1.9115, 0.1958, 4.6818], [-0.4599, -1.0433, 5.9803], [-2.1770, -1.4787, 1.4621], [-2.8538, -1.0404, 2.3964], [-1.2694, -0.8038, 0.8684], [-1.4673, -4.2503, -0.2792], [-0.4426, -3.1006, 0.3107], [-3.3631, -2.9759, 0.5328], [-2.5427, -4.8941, 1.8952], [-3.3335, -3.6194, 2.7990], [-0.5258, -2.9664, 2.7947], [-0.6305, -4.6855, 3.1569], [-0.6890, -3.5224, 5.2449], [-2.3350, -4.1119, 4.9619], [-2.7829, -1.8718, 3.9386], [-2.5249, 0.2443, 3.8658], [-1.5029, 1.0560, 5.0065], [-0.2537, -1.8976, 6.4677], [-0.1115, -0.1907, 6.3809], [0.8940, -1.0359, -0.4340], [1.8324, -0.3508, 0.0833], [1.9054, 0.8799, -0.1352], [2.7474, -0.9849, 1.0677], [2.5811, -2.3142, 1.4447], [3.3189, -2.8354, 2.4913], [4.2417, -2.0405, 3.1550], [4.4288, -0.7226, 2.7673], [3.6792, -0.1923, 1.7338], [1.8702, -2.9339, 0.9166], [3.1804, -3.8647, 2.7882], [4.8135, -2.4462, 3.9766], [5.1565, -0.1093, 3.2799], [3.7863, 0.8386, 1.4352], [-3.8812, 3.3048, -0.6508], [-2.9178, 1.6571, 0.1328], [-4.3078, 0.0738, -0.2301], [-3.0996, 2.0369, 2.1957]]
}